58
Properties=species:S:1:pos:R:3:forces:R:3:mulliken_charge:R:1 method="wB97M-V/def2-TZVPD" homo_ha=-0.367 energy_ev=-46712.248 spin_multiplicity=1 orbital_gap_ev=10.549 e_above_lowest_kj_mol=610.4
C 1.81720 1.97415 -0.68942 0.054 -0.445 -1.012 -0.020
C 0.87484 0.83757 -0.90885 -2.253 1.014 -0.669 0.537
O 1.28253 -0.18977 -0.03858 -3.941 1.718 -0.790 0.525
C 2.44835 0.03614 0.38333 2.824 1.797 2.332 0.062
O 3.06983 -0.71364 1.08891 0.726 1.030 -0.375 -0.546
O 2.82002 1.28367 0.02376 2.408 0.776 0.582 -0.458
H 1.36168 2.83865 -0.20645 0.800 -0.669 -0.161 -0.286
H 2.19077 2.24490 -1.67696 0.348 0.458 0.257 0.479
H 0.94510 0.56876 -1.96284 -0.279 -0.524 0.722 -0.753
H -0.13976 1.11623 -0.62416 0.143 -0.272 -0.320 0.138
C 1.61412 -2.39364 -0.47559 2.153 -1.539 -2.007 -0.760
O 0.38225 -2.49435 0.13803 -0.657 -1.484 2.550 -0.202
C 0.17130 -3.55538 1.02527 2.554 0.674 -2.184 0.599
O 0.91904 -4.48063 1.29459 -1.480 1.660 -0.329 -0.599
O -1.04553 -3.31276 1.41105 -1.890 -1.742 -0.280 -0.209
C -1.69771 -4.42669 2.02831 0.232 -2.622 -0.107 -1.064
H 2.23835 -3.26741 -0.28862 -0.238 -0.242 -0.207 0.625
H 2.20702 -1.50536 -0.25755 -0.476 -3.680 -0.468 0.260
H 1.33908 -2.29777 -1.52595 0.542 -0.438 -0.438 0.091
H -1.57822 -5.37606 1.50629 -0.317 0.403 -1.173 0.400
H -2.74381 -4.23029 2.26326 0.285 0.281 -0.413 0.327
H -1.19162 -4.77044 2.93042 0.067 0.443 0.312 0.428
C 2.17606 -0.10491 -4.32800 0.462 0.038 0.127 -0.902
O 0.94881 -0.28869 -3.64661 -0.884 -0.542 0.103 -0.217
C -0.19925 -0.04474 -4.27568 -0.989 0.631 -1.590 0.749
O -0.22691 0.46759 -5.41345 -0.919 -1.719 3.679 -0.613
O -1.29465 -0.47157 -3.50046 1.713 2.228 -2.567 -0.400
C -1.21686 -1.00954 -2.16807 0.041 -0.662 -0.832 0.200
H 2.06672 -0.03521 -5.41026 -0.149 -0.186 0.186 0.395
H 2.74769 -0.97149 -3.99576 0.363 0.212 -0.386 0.289
H 2.61989 0.81723 -3.95280 0.175 -0.020 -0.089 0.271
H -0.19317 -1.30077 -1.93275 -0.560 -0.259 0.006 -0.266
H -1.91628 -1.82794 -2.33871 0.360 -0.418 0.969 0.423
H -1.60561 -0.34565 -1.39592 0.010 0.273 -0.364 0.105
C 0.24272 3.43069 1.60259 0.581 2.836 -1.922 -0.195
O -1.08163 3.83262 1.31927 -1.320 0.472 1.164 -0.351
C -1.58330 3.56899 0.13089 -1.311 -0.331 -1.827 0.944
O -1.00285 3.04811 -0.79192 0.567 0.061 0.111 -0.586
O -2.87951 3.94651 0.00955 -0.447 0.670 1.881 -0.386
C -3.61168 3.77500 -1.22241 2.178 -0.870 -1.302 -0.624
H 0.72072 3.89065 2.46748 -1.204 0.029 0.614 0.380
H 0.85966 3.87228 0.81998 -0.028 0.102 -0.002 0.574
H 0.46458 2.36368 1.62240 -5.727 6.491 -2.414 -0.007
H -2.86647 4.00174 -1.98488 -0.271 0.066 -0.414 0.267
H -4.49123 4.38452 -1.42978 0.244 0.355 1.241 0.268
H -3.86377 2.72951 -1.39993 -0.090 -0.068 0.428 0.264
C 1.39584 1.16142 2.55595 2.724 0.097 1.198 -1.763
O 1.01570 -0.13443 2.89054 -1.599 0.226 -0.173 -0.177
C -0.32714 -0.40133 2.88135 1.031 -0.651 -0.035 1.000
O -1.23414 0.21513 2.39182 0.517 0.637 -0.042 -0.654
O -0.40928 -1.57201 3.48078 0.457 0.736 0.285 -0.312
C -1.63915 -2.24253 3.53987 -0.125 -1.070 0.348 -0.426
H 2.42826 1.14907 2.20658 -0.075 -0.353 0.397 0.722
H 1.47344 1.81878 3.42195 -0.540 -0.105 0.495 0.551
H 0.89788 1.79921 1.82564 3.996 -7.895 2.269 0.307
H -1.93827 -2.34120 4.58337 -0.200 0.262 -0.053 0.371
H -1.34314 -3.20388 3.12002 -0.710 1.632 2.392 -0.112
H -2.41837 -1.86274 2.87905 0.125 0.499 0.295 0.338